Record 1
14
Properties=species:S:1:pos:R:3:forces:R:3 method="wB97M-V/def2-TZVPD" charge=0 homo_energy_ev=-8.4 smiles="CCN(C=O)C=S" e_lumo_ev=-0.1 fmax_ev_per_a=3.471
N -0.5196 0.2728 0.4441 -0.39 1.00 0.64
O -0.6217 0.6623 2.7289 0.16 -0.93 -0.71
H -0.4648 -1.6202 -0.1628 -0.03 -1.14 -0.25
H 1.5034 -1.4441 -1.7336 -0.35 0.45 0.53
H 1.9487 -0.9247 -0.1479 0.20 0.37 0.25
H -1.2136 1.3761 -1.0869 0.02 0.41 0.78
C -0.1674 -0.6865 -0.5773 0.73 0.73 -0.64
H -0.0237 -1.0882 1.8656 0.11 -0.63 0.40
C 1.3126 -0.6379 -0.9778 -0.59 -3.42 0.13
H 1.6357 0.2157 -1.4633 0.41 2.14 -0.51
S -1.2391 2.9059 0.7770 0.08 -1.09 -0.53
C -0.3933 -0.0723 1.7975 -0.02 1.36 0.09
C -1.0090 1.4728 0.0055 -0.13 1.19 -0.45
H -0.7482 -0.4318 -1.4689 -0.19 -0.44 0.26

=====

Record 2
54
Properties=species:S:1:pos:R:3:forces:R:3 method="wB97M-V/def2-TZVPD" charge=0 homo_energy_ev=-8.4 smiles="CCOc1ccc(CO[C@@H]2O[C@H](CO)[C@@H](O)[C@H](O)[C@H]2NC(C)=O)cc1OC" e_lumo_ev=0.3 fmax_ev_per_a=0.807
O 1.2584 0.8729 -1.4384 0.09 -0.08 -0.08
C -3.3953 0.7260 -0.3507 -0.22 -0.10 0.06
H 0.4838 -0.1141 0.1831 0.22 0.07 -0.13
H -5.7397 -1.7333 2.2668 -0.08 0.00 0.12
H 1.3653 3.2593 1.2827 0.02 0.09 -0.04
H -4.4883 -2.6608 1.4256 0.02 -0.10 0.03
H -3.4552 2.4747 1.7421 -0.02 0.00 -0.04
C 3.8799 -0.4759 -0.1161 -0.28 0.43 0.11
H 4.5833 -2.0874 -0.9236 0.02 0.20 0.04
C 2.0041 -4.2661 1.3077 0.17 -0.16 -0.15
O -4.6475 -1.3496 -0.8955 0.18 0.21 -0.27
H -5.2162 2.6495 1.5508 0.09 0.05 -0.02
O 1.8717 1.1502 0.8024 -0.07 0.10 0.06
C -4.2799 2.4770 1.0219 0.01 0.21 0.11
O 2.0164 3.9108 0.9894 -0.30 0.12 0.35
O 3.5121 -3.4919 -0.3982 0.41 -0.18 -0.36
H 5.9086 0.7779 -0.6116 -0.02 0.07 0.02
H 1.3340 -1.8478 1.1590 0.01 -0.13 -0.01
C -3.5537 -0.5404 -0.9491 0.15 0.03 -0.01
H 4.1124 -0.6699 0.9463 -0.09 0.09 -0.13
C 2.6019 -3.2452 0.3700 -0.59 0.15 0.52
N 2.0317 -2.0222 0.4537 -0.21 0.25 0.02
H -2.0616 2.3766 -0.0750 -0.01 0.10 0.10
C 3.1322 1.7988 0.5878 0.44 0.43 -0.19
O -4.4306 1.2260 0.3974 0.11 -0.42 -0.31
H 3.7139 1.2211 -1.4187 0.03 -0.02 0.13
H -4.1261 3.2771 0.2914 0.02 -0.03 0.03
C 4.0264 1.0286 -0.3802 -0.43 -0.59 -0.03
H -0.5694 -0.7244 -2.5687 0.09 -0.09 -0.08
H 2.4964 -5.2220 1.1556 0.01 0.01 0.00
H -6.0335 -0.2962 0.2397 0.02 -0.22 -0.07
C 0.0929 1.6885 -1.5278 -0.02 0.16 -0.06
H 2.1441 -3.9515 2.3396 -0.02 0.02 0.09
H 3.6162 1.8200 1.5717 -0.01 -0.02 -0.15
C 2.8955 3.2403 0.1221 0.09 -0.48 -0.13
H -4.2180 -0.9574 1.8167 0.06 0.06 0.08
H 0.1463 2.5112 -0.8043 0.00 -0.01 -0.11
C -1.3540 -0.3225 -1.9469 0.00 0.15 0.07
C -2.2025 1.4131 -0.5390 0.06 0.01 -0.05
C -4.9635 -1.6858 1.5083 -0.02 0.09 -0.44
H 0.1387 2.1044 -2.5386 0.00 0.05 0.16
C 2.4242 -0.9097 -0.3921 0.34 0.20 -0.22
C -2.5186 -1.0325 -1.7406 -0.13 0.10 0.12
H -6.3451 -2.0116 -0.1188 0.07 0.12 0.06
C -1.1829 0.9095 -1.3352 0.05 -0.04 0.03
H 2.4920 3.2288 -0.9007 0.11 -0.03 0.05
H -2.6674 -1.9959 -2.2019 -0.05 -0.13 -0.04
H 3.8432 3.7808 0.1231 -0.01 -0.07 -0.05
H 2.3666 -1.2231 -1.4426 0.00 0.06 0.18
C -5.5783 -1.2873 0.1711 -0.39 -0.09 0.55
C 1.4491 0.2655 -0.1977 -0.46 -0.59 0.21
O 5.3502 1.4428 -0.1849 0.37 0.08 0.09
O 4.7970 -1.1334 -0.9444 0.27 -0.14 -0.25
H 0.9392 -4.3734 1.1152 -0.09 -0.01 0.03

=====

In eV, the Kohn-Sham gap values for the records above are, in order, 8.312, 8.712.
In eV, the ΔE to the lowest compared entry with this formula, charge and spin values for the records above are, in order, 1.027, 0.073.